1.
{"formula": "C6H5ClN2", "method": "wB97M-V/def2-TZVPD", "symbols": ["C", "C", "C", "C", "C", "C", "N", "N", "Cl", "H", "H", "H", "H", "H"], "xyz": [[-1.6795, -1.0837, 0.3599], [0.9840, 0.2772, 1.1261], [-0.3138, 0.4716, 1.1247], [1.8579, 0.1299, -0.0777], [0.0762, -0.1176, -1.5535], [-1.2337, 0.1654, 0.0220], [-2.0507, -2.1274, 0.6718], [1.3702, -0.0217, -1.2517], [-2.5291, 1.1958, -0.4093], [1.5075, 0.5303, 2.0363], [-0.6641, 0.8286, 2.0657], [2.9491, 0.3761, -0.0125], [-0.0340, -1.1759, -1.7596], [-0.2399, 0.5513, -2.3423]], "nbo_charge": [0.23, -0.26, -0.14, 0.10, -0.11, -0.27, -0.30, -0.39, 0.05, 0.22, 0.22, 0.20, 0.23, 0.22], "homo_ev": -9.1, "lumo_ev": -0.20, "homo_lumo_gap_ha": 0.32743, "multiplicity": 1, "smiles": "C=N/C=C\\C=C(\\Cl)C#N", "mol_weight_da": 140.573}


2.
{"formula": "C8H10O2S2", "method": "wB97M-V/def2-TZVPD", "symbols": ["C", "C", "C", "C", "C", "C", "C", "C", "O", "O", "S", "S", "H", "H", "H", "H", "H", "H", "H", "H", "H", "H"], "xyz": [[0.4307, -0.4423, -0.6785], [2.2800, -0.3838, -0.1585], [0.0298, 0.9379, -0.5387], [-0.9707, -1.2689, -0.3000], [-1.4200, 0.9152, -0.1017], [2.5891, 0.4947, 1.0165], [-0.8244, -2.7397, -0.1004], [-2.0611, 2.3072, 0.0589], [0.6953, 1.9430, -0.6203], [2.9716, -0.7718, -1.0211], [-2.1503, -0.3163, -1.2700], [-1.3614, -0.3582, 1.2576], [0.8396, -0.8660, -1.7105], [2.1940, 0.0716, 1.8682], [2.2550, 1.4493, 0.8387], [3.6097, 0.5329, 1.2804], [-0.1303, -3.0496, -0.8860], [-1.8830, -3.1399, -0.2118], [-0.5573, -3.0049, 0.8478], [-1.9389, 2.7179, -0.8355], [-1.5029, 2.8051, 0.7184], [-3.0944, 2.1666, 0.5466]], "nbo_charge": [-0.48, 0.71, 0.51, -0.23, -0.29, -0.74, -0.64, -0.61, -0.56, -0.50, 0.27, 0.20, 0.27, 0.24, 0.27, 0.23, 0.23, 0.23, 0.23, 0.22, 0.22, 0.23], "homo_ev": -8.5, "lumo_ev": 0.31, "homo_lumo_gap_ha": 0.32504, "multiplicity": 1, "mol_weight_da": 202.300}


3.
{"formula": "C39H63BrInN7O4S2Si2", "method": "wB97M-V/def2-TZVPD", "symbols": ["In", "C", "C", "C", "C", "C", "C", "N", "N", "Si", "C", "C", "C", "H", "H", "H", "H", "H", "H", "H", "H", "H", "H", "H", "H", "H", "H", "H", "C", "C", "S", "O", "O", "C", "C", "N", "C", "N", "C", "C", "N", "O", "O", "C", "H", "H", "H", "H", "H", "H", "H", "H", "H", "H", "H", "H", "H", "C", "C", "C", "C", "Si", "Br", "C", "C", "C", "C", "C", "C", "C", "C", "H", "H", "H", "H", "H", "H", "H", "H", "H", "H", "H", "H", "H", "H", "H", "H", "H", "H", "H", "H", "H", "H", "H", "H", "H", "H", "H", "S", "C", "C", "C", "N", "C", "C", "C", "C", "C", "N", "C", "C", "H", "H", "H", "H", "H", "H", "H", "H"], "xyz": [[0.8518, 0.1194, -0.4247], [-0.5508, 2.0878, -3.4971], [0.8327, 1.5112, -3.5437], [1.6557, 1.6476, -4.6400], [2.9245, 1.0638, -4.6075], [3.3577, 0.3576, -3.5092], [2.4941, 0.2474, -2.4106], [1.2672, 0.8405, -2.4635], [2.7040, -0.4113, -1.2409], [4.1607, -1.2521, -0.7059], [5.5449, -0.0112, -0.4921], [3.6158, -1.9940, 0.9353], [4.6104, -2.5858, -1.9314], [-1.1604, 1.6848, -4.3044], [-0.5235, 3.1710, -3.6211], [-1.0427, 1.8527, -2.5515], [1.3165, 2.1964, -5.5064], [3.5773, 1.1637, -5.4650], [4.3313, -0.1092, -3.4842], [5.3730, 0.8789, -1.1016], [6.5018, -0.4370, -0.7975], [5.6569, 0.3091, 0.5459], [2.5247, -1.9809, 1.0357], [4.0403, -1.4711, 1.7944], [3.9228, -3.0373, 1.0184], [5.3169, -2.2377, -2.6859], [3.7267, -2.9721, -2.4431], [5.0877, -3.4194, -1.4127], [1.1264, 4.0478, 6.3757], [0.2626, 4.7911, 5.3700], [0.6208, 4.3363, 3.6838], [1.2609, 3.0387, 3.6535], [-0.5699, 4.5081, 2.8740], [1.8095, 5.5624, 3.1617], [2.2458, 5.4109, 1.7019], [2.4098, 4.0300, 1.2341], [1.5119, 3.3942, 0.4521], [1.8265, 2.1116, 0.3134], [2.9551, 1.8956, 1.0600], [3.3184, 3.0682, 1.6239], [4.4333, 3.2904, 2.4985], [4.5622, 4.4044, 2.9733], [5.1578, 2.3427, 2.6930], [0.3670, 4.0557, -0.2292], [0.8109, 4.3191, 7.3818], [2.1806, 4.3020, 6.2698], [1.0252, 2.9717, 6.2521], [0.3992, 5.8715, 5.4273], [-0.8011, 4.5755, 5.4840], [2.6489, 5.5028, 3.8517], [1.3085, 6.5250, 3.2661], [3.1835, 5.9427, 1.5617], [1.4974, 5.8577, 1.0537], [3.4363, 0.9387, 1.1586], [0.7098, 4.8677, -0.8714], [-0.3420, 4.4606, 0.4947], [-0.1384, 3.3234, -0.8574], [0.2385, -4.9550, -1.9333], [-0.6398, -4.5654, -3.1338], [-1.2922, -5.8405, -3.7183], [0.2945, -3.9596, -4.1907], [-2.0802, -3.4025, -2.7131], [-0.8071, -1.7626, -1.1242], [-3.3725, -3.9948, -1.4559], [-2.7732, -4.9983, -0.4601], [-4.0329, -2.8801, -0.6279], [-4.4632, -4.7046, -2.2924], [-2.6174, -2.1460, -4.0277], [-3.0935, -2.9852, -5.2376], [-1.5039, -1.1961, -4.4912], [-3.7848, -1.2767, -3.5411], [1.0431, -5.5950, -2.3037], [-0.2973, -5.5155, -1.1720], [0.6969, -4.0865, -1.4635], [-0.4973, -6.5273, -4.0186], [-1.8957, -5.6352, -4.6046], [-1.9173, -6.3628, -2.9953], [1.0750, -4.6910, -4.4138], [0.7828, -3.0525, -3.8290], [-0.2116, -3.7370, -5.1283], [-1.9794, -4.5510, 0.1400], [-2.3843, -5.8935, -0.9414], [-3.5654, -5.3184, 0.2205], [-3.3066, -2.3044, -0.0569], [-4.7137, -3.3549, 0.0826], [-4.6204, -2.1913, -1.2283], [-4.0724, -5.5387, -2.8773], [-4.9768, -4.0244, -2.9714], [-5.2123, -5.1101, -1.6080], [-2.2894, -3.5674, -5.6862], [-3.4719, -2.3043, -6.0039], [-3.9054, -3.6683, -4.9830], [-0.6848, -1.7049, -4.9915], [-1.0929, -0.6173, -3.6663], [-1.9423, -0.4984, -5.2102], [-4.6748, -1.8590, -3.3100], [-4.0545, -0.5853, -4.3433], [-3.5159, -0.6845, -2.6648], [-2.5015, -0.0513, 5.3633], [-1.6059, 0.1305, 3.8791], [-1.4405, 1.3104, 3.1595], [-0.7116, 1.2903, 1.9959], [-0.1434, 0.1786, 1.5080], [-0.3021, -0.9714, 2.1987], [-1.0154, -1.0350, 3.3647], [-2.7031, 1.6204, 5.9347], [-3.5431, 2.5282, 5.3049], [-3.6228, 3.8123, 5.8266], [-2.9683, 4.2036, 6.9168], [-2.2222, 3.3025, 7.5474], [-2.0429, 2.0020, 7.0933], [-1.8483, 2.2527, 3.4914], [-0.5803, 2.2027, 1.4350], [0.1664, -1.8581, 1.7917], [-1.1090, -1.9794, 3.8829], [-4.1378, 2.2467, 4.4463], [-4.2471, 4.5571, 5.3477], [-1.7342, 3.6348, 8.4564], [-1.4092, 1.3090, 7.6295]], "lowdin_charge": [0.65, -0.02, -0.32, -0.02, -0.02, 0.00, -0.43, 0.04, -0.12, 0.43, -0.15, -0.15, -0.16, 0.08, 0.10, 0.07, 0.12, 0.12, 0.11, 0.04, 0.04, 0.02, 0.00, 0.04, 0.04, 0.03, 0.03, 0.04, -0.10, -0.27, 0.67, -0.29, -0.32, -0.19, -0.10, 0.06, -0.31, 0.06, -0.01, -0.13, -0.31, 0.10, 0.13, 0.03, 0.09, 0.08, 0.07, 0.11, 0.08, 0.10, 0.12, 0.14, 0.12, 0.10, 0.11, 0.08, 0.07, -0.10, -0.62, -0.07, -0.09, 0.79, 0.57, -0.63, -0.09, -0.10, -0.07, -0.62, -0.07, -0.11, -0.09, 0.10, 0.07, 0.03, 0.10, 0.08, 0.07, 0.10, 0.08, 0.07, 0.08, 0.07, 0.10, 0.03, 0.10, 0.07, 0.08, 0.07, 0.10, 0.07, 0.10, 0.08, 0.07, 0.02, 0.10, 0.07, 0.10, 0.08, 1.09, -0.47, -0.03, -0.10, -0.05, -0.13, -0.05, -0.51, -0.08, -0.12, 0.08, -0.14, -0.07, 0.10, 0.10, 0.10, 0.12, 0.12, 0.12, 0.12, 0.11], "homo_ev": -12.9, "total_charge": 2, "lumo_ev": -5.22, "homo_lumo_gap_ha": 0.28122, "multiplicity": 1, "mol_weight_da": 1009.006}


4.
{"formula": "C21H16BCl5N5O3S4Sr", "method": "wB97M-V/def2-TZVPD", "symbols": ["Sr", "Cl", "C", "C", "Cl", "C", "Cl", "C", "O", "C", "Cl", "C", "Cl", "C", "N", "C", "C", "N", "B", "N", "C", "C", "N", "C", "C", "S", "C", "S", "H", "H", "H", "H", "H", "H", "H", "H", "H", "H", "H", "H", "O", "S", "O", "N", "C", "S", "C", "C", "C", "C", "C", "C", "H", "H", "H", "H"], "xyz": [[0.5686, -0.3408, -0.1546], [6.4963, -5.4795, -0.0948], [5.3588, -4.1860, 0.0400], [5.7958, -2.8741, 0.2007], [7.4905, -2.5363, 0.2595], [4.8898, -1.8315, 0.3167], [5.4062, -0.1982, 0.5031], [3.4952, -2.0625, 0.2793], [2.6347, -1.1216, 0.3985], [3.0821, -3.4046, 0.1046], [1.3785, -3.6529, 0.0319], [3.9882, -4.4431, -0.0097], [3.4209, -6.0585, -0.2122], [-0.9340, 1.6224, -3.4502], [-0.5715, 2.7927, -2.6840], [0.1175, 3.8854, -3.1691], [0.2799, 4.7269, -2.1269], [-0.3036, 4.1668, -1.0170], [-0.2741, 4.8064, 0.3922], [0.4354, 3.8527, 1.4234], [0.1220, 3.9401, 2.7599], [0.8731, 3.0479, 3.4405], [1.6564, 2.4060, 2.5054], [2.5873, 1.3326, 2.7828], [1.3712, 2.9039, 1.2683], [2.1460, 2.3469, -0.1540], [-0.8168, 2.9739, -1.3596], [-1.6308, 1.8584, -0.3589], [-1.3455, 1.9283, -4.4117], [-1.6736, 1.0568, -2.8889], [-0.0590, 0.9915, -3.6252], [0.4287, 3.9511, -4.1956], [0.7755, 5.6776, -2.0623], [0.3428, 5.8431, 0.3004], [-1.3901, 4.9844, 0.8129], [-0.6261, 4.6310, 3.1021], [0.9252, 2.8100, 4.4872], [3.0185, 1.4921, 3.7699], [3.3622, 1.3267, 2.0213], [2.0936, 0.3581, 2.7661], [-2.4339, -4.9607, 1.5125], [-2.5345, -3.5335, 1.4096], [-2.4672, -2.7527, 2.6151], [-1.4441, -2.9547, 0.3139], [-2.0300, -2.4461, -0.7346], [-1.2303, -1.7112, -2.0348], [-3.5301, -2.4810, -0.6876], [-4.4451, -1.9697, -1.5919], [-5.7947, -2.0941, -1.2940], [-6.2192, -2.7069, -0.1175], [-5.3006, -3.2065, 0.7974], [-3.9647, -3.0765, 0.4774], [-4.0957, -1.4776, -2.4891], [-6.5315, -1.6981, -1.9807], [-7.2787, -2.7845, 0.0900], [-5.6154, -3.6702, 1.7221]], "nbo_charge": [1.80, 0.02, -0.14, -0.06, 0.03, -0.17, 0.03, 0.43, -0.93, -0.18, 0.05, -0.05, 0.04, -0.42, -0.37, -0.11, -0.02, -0.51, 0.21, -0.49, -0.03, -0.11, -0.37, -0.41, 0.28, -0.48, 0.31, -0.48, 0.20, 0.26, 0.20, 0.22, 0.23, -0.06, -0.05, 0.23, 0.22, 0.20, 0.26, 0.20, -0.93, 2.29, -0.94, -0.82, 0.13, -0.41, -0.13, -0.16, -0.21, -0.20, -0.21, -0.24, 0.24, 0.21, 0.21, 0.23], "homo_ev": -5.4, "total_charge": -1, "lumo_ev": 2.07, "homo_lumo_gap_ha": 0.27486, "multiplicity": 1, "mol_weight_da": 790.356}


Q: What is the formula in the third record?
A: C39H63BrInN7O4S2Si2


Q: What is the formula in the third record?
A: C39H63BrInN7O4S2Si2